1.
The following is a quantum chemistry calculation of a molecular structure, C14H19BF9HgNO12PS at a distorted geometry, from the Open Molecules 2025 dataset.

The geometry in ORCA input format:
```
! wB97M-V def2-TZVPD RIJCOSX def2/J DEFGRID3
* xyz -1 1
Hg 0.08430 0.26693 1.39516
O 2.07046 0.02494 0.27551
C 3.23681 -0.06264 -0.05543
O 3.62537 -0.35380 -1.25200
B 5.05811 -0.11216 -1.44235
O 5.52138 0.16886 -0.05784
C 4.52266 0.15406 0.80166
O 4.54787 0.31030 1.98042
O 5.34028 1.03133 -2.32687
C 6.41313 0.75517 -3.07344
O 6.97476 1.53377 -3.78223
C 6.70283 -0.74456 -2.87515
O 5.77166 -1.23439 -2.07403
O 7.66960 -1.29389 -3.31537
P -1.83678 2.27991 3.09524
F -1.79834 3.84925 3.41965
F -0.23604 2.17846 3.37616
F -2.09359 1.92625 4.62858
F -1.83442 0.63734 2.64340
F -3.38431 2.29725 2.77795
F -1.44558 2.58633 1.50843
C 0.49314 -1.79474 5.29984
F 0.94764 -2.30275 6.43427
F -0.28466 -2.71866 4.69062
F -0.29760 -0.75349 5.54633
S 1.86716 -1.34760 4.15433
O 1.12310 -0.59404 3.11312
O 2.75107 -0.48311 4.89915
O 2.45991 -2.57753 3.69993
C -3.01332 -1.33288 0.79625
C -2.78439 -0.90485 -0.67108
C -3.88851 0.07635 -1.04486
C -3.67791 0.87855 -2.32464
C -2.34942 1.58903 -2.19370
C -1.15709 0.65905 -1.85859
N -1.46297 -0.21435 -0.70166
O -0.41203 -1.16130 -0.49300
C -0.80745 -0.14657 -3.12518
C -0.01313 1.62693 -1.51927
C -2.89031 -2.18790 -1.51084
H -3.68816 -2.18379 0.91721
H -3.48795 -0.56193 1.39984
H -2.05737 -1.64451 1.21462
H -4.85219 -0.43770 -1.08845
H -3.98990 0.76597 -0.20087
H -4.51543 1.57690 -2.37358
H -3.74244 0.24063 -3.20950
H -2.42657 2.37331 -1.43357
H -2.09877 2.17844 -3.07981
H -0.35988 0.54438 -3.84302
H 0.00644 -0.85782 -2.97032
H -1.70669 -0.57100 -3.56147
H 0.22677 2.24611 -2.37761
H -0.30060 2.19562 -0.63541
H 0.86958 1.04186 -1.24211
H -3.82933 -2.69317 -1.28235
H -2.12020 -2.92022 -1.25872
H -2.95286 -2.01021 -2.58579
H -0.48778 -1.79173 -1.22755
*
```

Output
calculated total energy: -90330.931 eV
highest occupied orbital energy: -7.66 eV


2.
The following is a quantum chemistry calculation of a gas-phase ion, C14H19ClN2O6P (charge +1) at a distorted geometry, from the Open Molecules 2025 dataset.

The geometry in ORCA input format:
```
! wB97M-V def2-TZVPD RIJCOSX def2/J DEFGRID3
* xyz 1 1
C 1.63824 -1.58165 1.85305
C 2.08119 -2.41171 0.46981
O 3.23962 -1.80539 -0.20172
P 2.78964 -0.62276 -1.39196
O 3.23343 -1.19908 -2.82816
C 0.94366 -0.14477 -1.42334
C 0.60515 0.92816 -2.62131
C -0.90909 1.62115 -2.47559
C -1.84261 0.69655 -1.48846
C -2.17659 1.34154 0.01018
C -3.06335 0.43969 1.05623
C -3.44944 1.01853 2.56054
O -4.67566 1.51998 2.77399
O -2.39350 0.95788 3.61135
C -3.53526 -1.06712 0.51369
O -4.29949 -1.91182 1.46009
C -3.25840 -2.39399 2.42587
N -2.33471 -2.83853 3.24823
C -3.12834 -1.55121 -1.03379
Cl -3.65636 -3.23767 -1.70236
N -2.29852 -0.66580 -1.96508
O 3.67887 0.88436 -1.08599
C 3.45789 1.34472 0.29325
C 2.19820 2.37723 0.48948
H 2.60725 -1.32255 2.46733
H 0.96214 -0.65272 1.63220
H 0.98112 -2.30403 2.53965
H 2.45662 -3.46986 0.87705
H 1.16974 -2.65224 -0.22843
H 0.34108 -1.13845 -1.69509
H 0.65444 0.20884 -0.34591
H 0.55681 0.32210 -3.64439
H 1.44344 1.77454 -2.67277
H -1.38698 1.85908 -3.52129
H -0.70722 2.67766 -1.95852
H -1.77655 2.41499 0.34066
H -1.54503 1.26246 3.15031
H -2.00470 -0.96229 -2.94393
H 4.43419 1.95178 0.61526
H 3.36032 0.47264 1.07828
H 1.57401 2.00120 1.43538
H 2.60019 3.45470 0.72670
H 1.43454 2.40383 -0.40049
*
```

Output
calculated total energy: -51880.356 eV
highest occupied orbital energy: -12.63 eV
SMILES: CCOP(=O)(CCCc1cc(C(=O)O)c(OC#N)c(Cl)[nH+]1)OCC


3.
The following is a quantum chemistry calculation of 4 unconnected molecules or ions with the total composition C14H19F9O10S at a distorted geometry, from the Open Molecules 2025 dataset.

The geometry in ORCA input format:
```
! wB97M-V def2-TZVPD RIJCOSX def2/J DEFGRID3
* xyz 0 1
C -2.10856 4.79273 5.51393
C -1.21562 5.73661 4.73880
O -0.41915 4.97283 3.80401
C -0.42598 5.34064 2.53625
O -1.00503 6.25670 2.03665
C 0.46881 4.40936 1.68629
F 1.49150 3.91854 2.39309
F -0.25222 3.40412 1.18038
F 0.98968 5.09051 0.66994
H -1.53254 4.27824 6.28759
H -2.49179 3.98964 4.88543
H -2.91757 5.33481 5.99720
H -0.51007 6.23901 5.40022
H -1.76363 6.50826 4.20480
C 1.51081 -1.03495 -4.72555
C 2.51119 -0.99178 -5.85585
O 2.72021 -2.33959 -6.30867
C 3.51077 -2.47425 -7.36166
O 4.02876 -1.59914 -7.98751
C 3.70278 -3.96423 -7.71628
F 2.59210 -4.67876 -7.50031
F 4.05240 -4.09623 -8.99147
F 4.68417 -4.47555 -6.94989
H 1.22394 -0.01489 -4.48695
H 1.93180 -1.57517 -3.87691
H 0.65760 -1.64223 -5.03133
H 3.47531 -0.58923 -5.53521
H 2.18361 -0.35261 -6.67597
C 1.92683 1.35212 -0.84994
C 1.24849 -0.00382 -0.72664
O 1.16391 -0.25991 0.69264
C 0.42468 -1.28491 1.04727
O -0.30742 -1.92088 0.34282
C 0.59279 -1.57811 2.55701
F -0.34870 -0.93235 3.25003
F 0.43203 -2.89080 2.76386
F 1.78558 -1.22136 3.01797
H 2.93424 1.31298 -0.43587
H 1.30222 2.08350 -0.34723
H 2.07300 1.61558 -1.89925
H 1.85406 -0.80064 -1.15488
H 0.26272 0.05647 -1.18125
O -4.37542 -2.09595 4.76797
S -4.59061 -2.06139 3.36793
O -5.35644 -1.02805 2.78550
O -3.21753 -2.15366 2.58267
C -2.79947 -3.51289 2.43724
C -4.11212 -4.34531 2.44897
O -5.15071 -3.47960 2.90210
H -2.25183 -3.60680 1.50742
H -2.17432 -3.79005 3.28685
H -4.06804 -5.23272 3.07493
H -4.34119 -4.66488 1.43085
*
```

Output
calculated total energy: -70593.742 eV
ΔE to the lowest compared entry with this formula, charge and spin: 0.00 kcal per mole
highest occupied orbital energy: -11.12 eV
SMILES: CCOC(=O)C(F)(F)F.CCOC(=O)C(F)(F)F.CCOC(=O)C(F)(F)F.O=S1(=O)OCCO1


4.
The following is a quantum chemistry calculation of a molecular structure, C14H19I2N5O4RhS at a distorted geometry, from the Open Molecules 2025 dataset.

The geometry in ORCA input format:
```
! wB97M-V def2-TZVPD RIJCOSX def2/J DEFGRID3
* xyz -1 5
Rh 0.24682 -0.20956 -0.06280
I -1.40513 -4.98986 2.90048
C -1.92306 -3.58109 1.43821
C -3.22256 -3.51585 0.96614
C -3.46474 -2.58331 -0.03705
C -2.44421 -1.77397 -0.48489
N -1.20195 -1.82133 0.01661
C -0.94204 -2.73946 0.95419
H -4.00245 -4.15630 1.35016
H -4.44564 -2.49732 -0.48666
H -2.58281 -1.05559 -1.28531
H 0.07971 -2.77117 1.31404
N 0.07327 2.74536 -2.37527
C -0.52936 2.77992 -1.18226
N -0.13417 3.76378 -0.33238
S -1.70905 1.68073 -0.66959
H 1.03509 3.05854 -2.41454
H -0.05831 1.88003 -2.88684
H 0.81674 4.09114 -0.42944
H -0.43646 3.60703 0.61557
O -0.03260 0.28128 1.67420
C 4.86959 -2.05132 -1.21022
C 4.93460 -2.05491 0.31284
C 4.36486 -0.77408 0.94629
C 4.43068 -0.85619 2.48119
C 3.82371 0.35436 3.18186
C 5.21453 0.39863 0.47620
O 6.39933 0.48843 0.72732
N 4.57705 1.33875 -0.28480
C 3.19742 1.40450 -0.56796
O 2.80212 2.28958 -1.30979
N 2.41267 0.47674 0.01133
C 2.90573 -0.63602 0.55615
O 2.12044 -1.57409 0.78498
H 5.26134 -2.98678 -1.61174
H 5.46448 -1.23887 -1.63361
H 3.84338 -1.94100 -1.56830
H 5.96691 -2.16322 0.65282
H 4.35428 -2.88928 0.70829
H 5.48114 -0.97167 2.75586
H 3.89967 -1.76222 2.77698
H 4.34267 1.27420 2.90202
H 3.90394 0.24743 4.26433
H 2.76685 0.47324 2.93554
H 5.13918 2.07694 -0.68314
I 0.89060 -0.82625 -2.73040
*
```

Output
calculated total energy: -60515.162 eV
⟨S²⟩: 6.026
ΔE to the lowest compared entry with this formula, charge and spin: 0.00 kcal per mole
highest occupied orbital energy (spin up / spin down): -3.13 / -4.82 eV


5.
The following is a quantum chemistry calculation of a molecular structure, C14H19I2N5O4RhS at a distorted geometry, from the Open Molecules 2025 dataset.

The geometry in ORCA input format:
```
! wB97M-V def2-TZVPD RIJCOSX def2/J DEFGRID3
* xyz -1 5
Rh -1.05771 -0.73722 0.89093
I -2.23636 -1.46962 6.76617
C -2.79648 -1.71175 4.76818
C -4.01581 -2.34194 4.48023
C -4.32426 -2.46949 3.09106
C -3.47461 -1.99911 2.14175
N -2.27326 -1.37555 2.45303
C -1.96202 -1.24868 3.78801
H -4.66898 -2.70331 5.25906
H -5.24597 -2.94347 2.77803
H -3.71611 -2.09921 1.09493
H -1.03289 -0.76951 4.04218
N 2.88121 -0.50295 0.94998
C 2.00439 -0.94094 1.85295
N 2.13602 -2.19265 2.28852
S 0.75800 0.05585 2.44515
H 3.60894 -1.08694 0.57581
H 2.79225 0.43784 0.60987
H 2.84613 -2.81471 1.94454
H 1.46734 -2.53889 2.95429
O -0.80478 -2.43051 0.49433
C 2.66281 2.62486 -0.82703
C 1.65446 2.94955 -1.92551
C 0.84439 1.74041 -2.40866
C -0.15116 2.17298 -3.49076
C -1.01036 1.02607 -4.01973
C 1.80132 0.74186 -3.00562
O 2.52014 1.01382 -3.95240
N 1.83952 -0.48878 -2.43206
C 1.07137 -0.95323 -1.34031
O 1.28224 -2.10107 -0.99397
N 0.17618 -0.10440 -0.75876
C 0.04262 1.19152 -1.21980
O -0.72637 1.95721 -0.68174
H 3.20066 3.52381 -0.52635
H 3.40199 1.89525 -1.17260
H 2.15036 2.23385 0.05720
H 2.17943 3.37817 -2.78131
H 0.95727 3.69950 -1.55102
H 0.40481 2.62329 -4.31608
H -0.80150 2.94025 -3.06877
H -0.39486 0.24781 -4.47720
H -1.69921 1.39581 -4.77958
H -1.60397 0.57948 -3.21879
H 2.48049 -1.15721 -2.82859
I -3.16769 0.75197 0.05043
*
```

Output
calculated total energy: -60513.370 eV
⟨S²⟩: 6.035
ΔE to the lowest compared entry with this formula, charge and spin: 41.34 kcal per mole
highest occupied orbital energy (spin up / spin down): -1.77 / -4.62 eV


- Look up the calculated total energy of the second one.
  -51880.356 eV